Computed, not measured: the molecule C5H10ClN3O, with ωB97M-V/def2-TZVPD.

Each line ends with the Mulliken charge.
Geometry (Å):
C: -0.07526 -1.41821 -1.88798  -0.98
C: -0.03702 0.06538 -2.14057  0.68
O: -0.17758 0.52391 -3.25210  -0.58
N: 0.17014 0.97094 -1.08122  0.54
C: 0.23400 2.38478 -1.44506  -0.87
N: 0.35976 0.75560 0.24794  -0.46
N: 0.29871 -0.40933 0.64677  -0.21
C: 0.50935 -0.47723 2.09201  -0.60
C: -0.75673 -1.02130 2.72509  -0.45
Cl: -0.52597 -1.26745 4.48222  -0.21
H: -0.20258 -1.90113 -2.85591  0.32
H: 0.85512 -1.76681 -1.41206  0.31
H: -0.87856 -1.72182 -1.22151  0.28
H: -0.70748 2.71480 -1.90784  0.26
H: 1.04027 2.55932 -2.15662  0.27
H: 0.39710 2.96976 -0.52763  0.35
H: 1.34249 -1.16225 2.28124  0.31
H: 0.80154 0.49712 2.51152  0.40
H: -1.59347 -0.33122 2.61733  0.33
H: -1.05383 -1.96485 2.28437  0.30

The HOMO-LUMO gap is 10.3 eV. As for the energy relative to the best compared isomer or geometry (same formula, charge and spin): 0.0 kJ/mol. As for the SMILES: CC(=O)N(C)/N=N/CCCl. As for the largest force on an atom: 0.01040 hartree/bohr.



Computed, not measured: a structure of composition C5H10CsO3 in a non-equilibrium geometry, with ωB97M-V/def2-TZVPD.

Each line ends with the Mulliken charge.
Geometry (Å):
H: 1.83825 -1.32317 -1.13930  0.20
O: 0.90397 0.49216 -0.67084  -0.27
O: 0.15684 -1.47924 0.10900  -0.86
C: 1.22685 -0.87271 -0.28801  0.09
O: 2.23149 -0.77076 0.76765  -0.30
C: 3.52687 -0.90183 0.36844  -0.03
C: 1.92101 1.29576 -1.23524  0.00
C: 1.30073 2.56680 -1.77501  -1.21
H: 2.68273 1.52797 -0.47270  0.14
H: 2.42753 0.73773 -2.04302  0.29
H: 0.79624 3.12397 -0.97168  0.28
H: 2.08047 3.21126 -2.20457  0.37
H: 0.56615 2.34076 -2.56246  0.27
C: 4.55085 -0.59673 1.39918  -1.07
H: 3.72499 -1.65951 -0.40058  0.27
H: 4.39970 0.40784 1.82169  0.24
H: 5.55477 -0.63733 0.95503  0.35
H: 4.52796 -1.31379 2.24251  0.27
Cs: -2.69819 0.17716 -0.00260  0.98

As for the expectation value of S²: 0.75. The HOMO-LUMO gap (alpha / beta) is 4.5 / 6.4 eV. Its spin multiplicity is 2. As for the energy relative to the best compared isomer or geometry (same formula, charge and spin): 31.0 kJ/mol. As for the largest force on an atom: 0.02467 hartree/bohr.